Entry 1:
Density functional theory data (ωB97M-V/def2-TZVPD) for C17H20Cl3NO3S2V as an isolated structure in a non-equilibrium geometry.

Its spin multiplicity is 2. As for the charge: -2. As for the HOMO-LUMO gap (spin up / spin down): 0.1819 / 0.1809 Eh. Its energy above the lowest of the compared OMol25 structures with the same formula, charge and spin is 0.000 eV.

Last column: natural (NBO) charge in e.
CARTESIAN COORDINATES (ANGSTROEM)
C 0.425 1.739 -1.814  -0.1711
C 0.276 2.593 -0.646  -0.1554
C -0.974 2.288 -0.023  -0.0463
C 1.173 3.699 -0.262  -0.6178
C -1.590 1.240 -0.757  -0.1345
C -0.728 0.876 -1.845  0.0111
C -1.062 -0.129 -2.893  -0.6410
C 1.548 1.683 -2.788  -0.6287
C -1.637 3.068 1.036  -0.6248
C -2.988 0.764 -0.605  -0.6271
V 0.639 0.468 -0.070  0.9236
Cl 0.470 0.438 2.107  -0.4977
Cl 2.918 0.784 -0.074  -0.5610
Cl -2.454 -1.262 2.237  -0.2715
H 2.178 3.550 -0.666  0.2338
H 1.249 3.785 0.830  0.2160
H 0.751 4.640 -0.647  0.1796
H -0.939 3.316 1.836  0.2245
H -2.464 2.508 1.473  0.2144
H -2.041 4.009 0.650  0.1885
H -3.278 0.715 0.451  0.2242
H -3.108 -0.241 -1.031  0.2151
H -3.675 1.448 -1.132  0.1831
H -1.495 -1.022 -2.415  0.2289
H -0.155 -0.429 -3.430  0.2222
H -1.792 0.289 -3.608  0.1844
H 2.483 1.977 -2.298  0.2417
H 1.351 2.349 -3.643  0.1752
H 1.672 0.651 -3.153  0.2193
O 0.668 -1.182 -0.817  -0.9765
H 0.907 -2.061 -0.341  0.5113
O 3.278 -3.456 1.642  -0.9249
S 2.125 -4.285 1.386  2.2820
O 2.318 -5.526 0.674  -0.9616
N 0.892 -3.358 0.721  -0.8355
C -0.203 -3.246 1.482  -0.0814
S -1.614 -2.545 0.836  0.3010
C -0.090 -3.908 2.763  0.0025
C -1.009 -3.991 3.813  -0.2290
C -0.664 -4.736 4.939  -0.2202
C 0.565 -5.403 5.000  -0.2736
C 1.492 -5.321 3.945  -0.1752
C 1.143 -4.572 2.836  -0.3564
H -1.960 -3.464 3.723  0.2324
H -1.369 -4.788 5.768  0.1948
H 0.823 -5.984 5.884  0.1905
H 2.477 -5.791 3.969  0.2113

Cartesian forces (eV/Å) of the 2 atoms listed first:
C -0.9 0.0 0.4
C -1.0 -0.7 -0.9

---

Entry 2:
Density functional theory data (ωB97M-V/def2-TZVPD) for C17H20CrF9MgN3O17S2 as an isolated structure in a non-equilibrium geometry.

Its spin multiplicity is 5. As for the charge: +2. As for the HOMO-LUMO gap (spin up / spin down): 0.2517 / 0.1020 Eh.

Last column: natural (NBO) charge in e.
CARTESIAN COORDINATES (ANGSTROEM)
Cr -3.602 -0.293 1.818  1.7859
Mg -2.484 0.617 -1.528  1.8020
O -3.507 -0.411 -0.116  -1.1250
H -4.213 -1.011 -0.426  0.4940
O -3.098 -2.012 2.684  -0.9604
H -3.045 -2.787 2.091  0.4915
C -4.914 3.874 0.739  0.7756
F -5.322 3.649 2.007  -0.2953
F -5.872 3.284 -0.095  -0.3083
F -4.775 5.185 0.472  -0.2698
S -3.271 2.897 0.636  2.3284
O -3.103 2.402 -0.740  -1.0798
O -2.142 3.739 1.067  -0.9210
O -3.476 1.702 1.455  -1.0345
C 0.221 -1.702 0.639  0.7919
F 0.198 -2.263 1.867  -0.2924
F 1.392 -1.695 0.055  -0.2790
F -0.674 -2.405 -0.098  -0.3091
S -0.425 0.109 0.800  2.3059
O -1.592 0.074 1.690  -0.9567
O 0.697 1.042 1.179  -0.9179
O -0.941 0.571 -0.491  -1.1036
C 0.829 -5.139 -0.515  -0.1193
C 0.755 -4.799 -1.971  0.4404
O -0.595 -4.780 -2.223  -0.5012
C -1.240 -5.464 -1.285  0.9697
O -2.441 -5.708 -1.255  -0.5754
O -0.362 -5.840 -0.340  -0.4577
F 1.397 -5.692 -2.645  -0.3075
H 0.908 -4.223 0.070  0.1667
H 1.665 -5.813 -0.330  0.2350
H 1.277 -3.866 -2.186  0.1504
C 4.503 0.138 1.129  -0.1333
C 4.458 1.297 2.134  0.4497
O 5.092 2.321 1.505  -0.4940
C 5.579 2.034 0.307  0.9561
O 6.395 2.690 -0.387  -0.5520
O 5.262 0.711 -0.026  -0.4870
F 5.188 0.921 3.119  -0.2977
H 3.481 -0.096 0.828  0.1844
H 4.959 -0.779 1.503  0.2319
H 3.455 1.622 2.410  0.1452
C 1.001 4.947 0.891  -0.1714
C 1.752 3.828 0.207  0.4444
O 2.598 4.539 -0.654  -0.3970
C 2.247 5.816 -0.646  0.9492
O 2.667 6.730 -1.368  0.0325
O 1.397 6.043 0.287  -0.3331
F 1.065 3.061 -0.601  -0.2886
H 1.437 5.148 1.870  0.2486
H -0.060 4.824 1.112  0.2980
H 2.286 3.194 0.915  0.2107
C 0.428 -2.509 4.762  -0.7131
C -0.026 -3.925 4.705  0.2692
N -0.353 -5.039 4.623  -0.3136
H 0.762 -2.252 5.768  0.2689
H -0.446 -2.006 4.350  0.2500
H 1.172 -2.407 3.972  0.2381
C 0.896 2.263 -4.053  -0.7289
C -0.438 1.816 -3.624  0.4699
N -1.486 1.538 -3.266  -0.5302
H 0.946 3.351 -4.065  0.2718
H 0.985 1.764 -5.018  0.2859
H 1.676 1.949 -3.360  0.2756
C -3.137 -3.147 -4.005  -0.7528
C -2.480 -2.146 -3.196  0.4734
N -1.977 -1.371 -2.479  -0.5676
H -3.442 -4.042 -3.463  0.3135
H -2.266 -3.489 -4.565  0.2877
H -3.815 -2.583 -4.645  0.2822

Cartesian forces (eV/Å) of the 2 atoms listed first:
Cr 3.8 -2.0 -0.6
Mg -0.3 0.1 -0.7

---

Entry 3:
Density functional theory data (ωB97M-V/def2-TZVPD) for C17H20F2N as an isolated structure in a non-equilibrium geometry.

As for the charge: +1. As for the HOMO-LUMO gap: 0.2754 Eh. Its energy above the lowest of the compared OMol25 structures with the same formula, charge and spin is 4.182 eV.

Last column: natural (NBO) charge in e.
CARTESIAN COORDINATES (ANGSTROEM)
F 4.141 -3.168 -2.384  -0.3134
C 3.233 -2.256 -1.910  0.4053
C 3.638 -1.336 -0.950  -0.2580
C 2.691 -0.408 -0.492  -0.1899
C 1.370 -0.465 -0.944  -0.0769
C 0.354 0.474 -0.340  -0.0145
C -0.559 1.389 -1.180  -0.0746
C -0.787 2.685 -0.716  -0.1973
C -1.734 3.498 -1.350  -0.2597
C -2.385 2.988 -2.465  0.4048
F -3.426 3.693 -3.002  -0.3156
C -2.102 1.740 -2.992  -0.2536
C -1.114 0.961 -2.376  -0.1777
C 0.980 -1.444 -1.842  -0.2190
C 1.923 -2.329 -2.378  -0.2397
H 4.662 -1.319 -0.598  0.2502
H 2.992 0.329 0.244  0.2168
H 0.990 1.201 0.229  0.1650
H -0.223 3.074 0.126  0.2096
H -1.957 4.480 -0.985  0.2442
H -2.609 1.369 -3.869  0.2450
H -0.789 0.033 -2.837  0.2199
H -0.073 -1.563 -2.096  0.2243
H 1.636 -3.038 -3.149  0.2493
C -1.687 -1.835 2.465  -0.7119
C -0.752 -0.658 2.377  0.4800
C -1.346 0.649 2.826  -0.7045
C 0.641 -0.966 2.881  -0.7185
N -0.388 -0.262 0.490  -0.8683
H -1.247 -2.788 2.114  0.2467
H -1.894 -1.955 3.543  0.2874
H -2.651 -1.688 1.951  0.2661
H -0.686 1.499 2.608  0.2284
H -2.316 0.816 2.345  0.2625
H -1.470 0.566 3.910  0.2689
H 1.372 -0.206 2.570  0.2370
H 0.575 -0.973 3.972  0.2816
H 0.993 -1.948 2.530  0.2487
H 0.034 0.430 1.134  0.5289
H -0.031 -1.268 0.541  0.4224

Cartesian forces (eV/Å) of the 2 atoms listed first:
F -0.8 1.0 0.4
C 0.4 -0.7 -0.3

---

Entry 4:
Density functional theory data (ωB97M-V/def2-TZVPD) for C17H20INO11P2Ru as an isolated structure in a non-equilibrium geometry.

Its spin multiplicity is 2. As for the charge: -1. As for the HOMO-LUMO gap (spin up / spin down): 0.2812 / 0.2679 Eh. Its energy above the lowest of the compared OMol25 structures with the same formula, charge and spin is 0.513 eV.

Last column: natural (NBO) charge in e.
CARTESIAN COORDINATES (ANGSTROEM)
Ru 0.367 -0.171 0.065  1.1500
N 3.131 3.028 2.125  -0.8664
C 3.017 2.428 0.773  -0.6397
C 3.947 3.139 -0.209  -0.6255
P 3.470 0.647 0.941  2.3887
O 4.831 0.375 0.137  -0.9886
O 3.915 0.557 2.447  -0.9993
O 2.470 -0.343 0.479  -1.0654
P 1.279 2.610 0.148  2.3876
O 0.547 2.009 1.470  -1.0637
O 1.011 4.040 -0.078  -1.1172
O 1.084 1.562 -0.942  -1.0931
H 3.779 1.477 2.805  0.5312
H 2.203 3.164 2.516  0.4060
H 3.566 3.939 2.053  0.3758
H 4.984 3.092 0.126  0.2084
H 3.621 4.176 -0.296  0.2375
H 3.888 2.685 -1.198  0.2336
H 4.639 -0.177 -0.631  0.5149
H -0.447 2.002 1.359  0.5431
C 0.717 -1.406 -1.497  -0.7391
H -0.219 -1.721 -1.968  0.1807
H 1.276 -2.283 -1.160  0.1851
H 1.320 -0.847 -2.220  0.1841
I -1.325 -6.176 6.540  0.1016
C -1.069 -4.587 5.201  -0.1385
C -1.784 -3.414 5.393  -0.2650
C -1.605 -2.365 4.505  -0.1505
C -0.730 -2.487 3.434  -0.1459
C -0.025 -3.671 3.255  -0.1521
C -0.187 -4.726 4.141  -0.2654
C -0.558 -1.325 2.493  0.7740
O 0.175 -1.597 1.455  -0.6903
O -1.029 -0.234 2.770  -0.6533
H -2.470 -3.320 6.224  0.2184
H -2.138 -1.431 4.629  0.2417
H 0.650 -3.752 2.415  0.2417
H 0.366 -5.646 4.005  0.2181
O -4.193 3.066 0.639  -0.6820
C -4.637 1.936 0.071  0.3520
C -5.996 1.846 -0.243  -0.2939
C -6.499 0.705 -0.834  -0.1796
C -5.666 -0.371 -1.127  -0.2836
C -4.321 -0.283 -0.820  -0.1500
C -3.784 0.856 -0.221  -0.1981
C -2.325 0.923 0.117  0.8112
O -1.645 -0.096 -0.191  -0.6632
O -1.905 1.925 0.742  -0.7419
H -3.218 2.927 0.763  0.5162
H -6.631 2.691 -0.011  0.2140
H -7.555 0.651 -1.071  0.2004
H -6.065 -1.265 -1.589  0.2041
H -3.645 -1.100 -1.033  0.2313

Cartesian forces (eV/Å) of the 2 atoms listed first:
Ru 1.0 0.3 0.6
N 0.0 0.0 0.0

---

Entry 5:
Density functional theory data (ωB97M-V/def2-TZVPD) for one molecule with the formula C17H20N2O2S.

The structure (SMILES) is CC(C)(C)NC(=O)c1cccc(NC(=O)Cc2cccs2)c1. As for the HOMO-LUMO gap: 0.3416 Eh. Its energy above the lowest of the compared OMol25 structures with the same formula, charge and spin is 0.000 eV.

Last column: natural (NBO) charge in e.
CARTESIAN COORDINATES (ANGSTROEM)
C -5.959 -0.692 0.414  -0.6117
C -4.994 0.439 0.060  0.1247
C -4.994 1.502 1.161  -0.6217
C -5.380 1.065 -1.282  -0.6209
N -3.658 -0.149 -0.051  -0.6183
C -2.530 0.526 -0.359  0.6658
O -2.485 1.724 -0.574  -0.6331
C -1.295 -0.320 -0.402  -0.1190
C -1.294 -1.661 -0.776  -0.2191
C -0.101 -2.361 -0.806  -0.1884
C 1.095 -1.753 -0.468  -0.2597
C 1.104 -0.408 -0.109  0.2362
N 2.271 0.286 0.226  -0.6229
C 3.544 -0.188 0.339  0.6924
O 3.871 -1.337 0.166  -0.5912
C 4.532 0.911 0.756  -0.5321
C 5.925 0.551 0.370  -0.1956
C 6.715 -0.426 0.887  -0.2322
C 7.967 -0.524 0.237  -0.2506
C 8.108 0.378 -0.765  -0.4140
S 6.711 1.364 -0.944  0.4266
C -0.094 0.298 -0.085  -0.2258
H -6.969 -0.302 0.502  0.2221
H -5.685 -1.148 1.364  0.2082
H -5.954 -1.458 -0.359  0.2089
H -4.280 2.282 0.913  0.2406
H -5.981 1.945 1.256  0.2072
H -4.713 1.061 2.115  0.2054
H -4.665 1.840 -1.542  0.2417
H -6.371 1.505 -1.220  0.2071
H -5.379 0.311 -2.067  0.2062
H -3.576 -1.124 0.183  0.4002
H -2.208 -2.153 -1.075  0.2082
H -0.098 -3.400 -1.102  0.2168
H 2.017 -2.307 -0.491  0.2586
H 2.123 1.268 0.416  0.3983
H 4.459 1.007 1.844  0.2458
H 4.251 1.862 0.301  0.2253
H 6.412 -1.060 1.699  0.2262
H 8.726 -1.236 0.508  0.2237
H 8.944 0.532 -1.418  0.2346
H -0.114 1.347 0.177  0.2253

Cartesian forces (eV/Å) of the 2 atoms listed first:
C 0.2 0.2 -0.1
C -0.2 0.3 0.0